[1]
The following is a quantum chemistry calculation of a cluster of 6 separate species, C18H48O22P4 in total, from the OMol25 dataset.

Each line ends with the Löwdin charge.
CARTESIAN COORDINATES (ANGSTROEM)
P  1.16  -1.97  -3.62  0.491
P  -2.44  4.67  -0.16  0.383
P  -5.02  -5.16  2.15  0.476
P  5.49  2.24  -0.21  0.461
O  0.58  -0.98  -0.23  0.089
O  4.08  2.73  0.06  -0.247
O  0.99  -2.56  -4.96  -0.232
O  2.70  -2.08  -3.05  -0.214
O  -1.61  -0.28  -0.38  -0.003
O  5.77  0.67  -0.22  -0.223
O  6.27  2.73  -1.54  -0.205
O  6.46  2.75  1.00  -0.239
O  0.00  1.14  -0.18  0.011
O  -3.17  4.58  -1.59  -0.209
O  -5.67  -5.43  3.47  -0.251
O  0.23  -2.57  -2.39  -0.260
O  -3.45  -5.60  2.23  -0.212
O  -5.63  -6.07  0.92  -0.261
O  0.81  -0.40  -3.51  -0.227
O  -2.98  6.05  0.45  -0.213
O  -2.63  3.48  0.70  -0.218
O  -0.96  0.30  3.42  -0.019
O  1.22  1.27  3.31  0.088
O  0.76  -0.83  4.11  -0.040
O  -5.06  -3.63  1.59  -0.222
O  -0.93  4.97  -0.46  -0.218
C  -0.27  -0.08  -0.26  -0.632
C  1.24  1.69  0.10  -0.020
C  -6.17  -3.19  0.77  -0.101
C  -1.73  1.37  2.80  -0.019
C  -2.19  -1.58  -0.79  -0.006
C  5.65  -0.07  0.99  -0.105
C  -0.52  0.07  -3.82  -0.069
C  3.18  -1.46  -1.93  -0.142
C  -2.62  3.57  -2.52  -0.066
C  7.92  2.60  1.02  -0.076
C  0.00  5.20  0.57  -0.089
C  0.40  0.38  3.57  -0.493
C  -3.15  7.23  -0.29  -0.110
C  -6.23  -7.41  1.22  -0.065
C  -2.70  -5.65  1.02  -0.119
C  5.41  2.89  -2.69  -0.098
C  0.47  -3.88  -1.93  -0.134
C  2.00  -1.10  4.67  -0.068
H  1.03  4.97  0.32  0.091
H  -4.15  7.58  -0.05  0.091
H  -7.28  -7.23  1.42  0.084
H  -6.12  -8.13  0.41  0.081
H  1.77  1.56  -0.84  0.089
H  1.76  1.04  0.80  0.094
H  3.03  -2.11  -1.07  0.095
H  -7.06  -3.82  0.70  0.083
H  4.37  2.58  -2.62  0.078
H  2.83  -0.43  -1.95  0.080
H  -2.74  1.38  3.20  0.094
H  -0.54  0.87  -4.56  0.093
H  -1.72  3.11  -2.12  0.067
H  1.05  2.73  0.36  0.087
H  -3.16  -5.03  0.26  0.073
H  -1.34  2.33  3.15  0.091
H  -5.77  -3.19  -0.24  0.083
H  -1.60  -2.47  -0.59  0.071
H  -1.76  1.24  1.71  0.063
H  -0.30  4.66  1.48  0.093
H  -2.31  -1.70  -1.87  0.077
H  5.28  -1.09  0.87  0.087
H  8.26  1.66  0.60  0.082
H  -1.64  -5.43  1.17  0.090
H  -6.58  -2.21  1.04  0.091
H  1.93  -2.06  5.18  0.096
H  2.29  -0.25  5.28  0.100
H  -2.73  -6.64  0.56  0.084
H  -0.09  6.27  0.76  0.090
H  -5.86  -7.96  2.08  0.084
H  -3.30  2.77  -2.82  0.091
H  2.71  -1.25  3.85  0.088
H  -3.18  -1.79  -0.37  0.081
H  -0.72  0.52  -2.85  0.071
H  -3.13  7.03  -1.37  0.086
H  -2.25  4.05  -3.42  0.087
H  -2.43  7.98  0.04  0.091
H  4.80  0.34  1.53  0.086
H  8.33  2.48  2.02  0.083
H  -0.34  -4.56  -2.19  0.093
H  6.50  -0.09  1.67  0.091
H  0.66  -3.86  -0.85  0.086
H  8.30  3.51  0.55  0.090
H  5.86  2.45  -3.57  0.091
H  4.27  -1.38  -2.00  0.085
H  -1.27  -0.69  -4.00  0.093
H  1.43  -4.31  -2.20  0.087
H  5.28  3.96  -2.87  0.088

* E_LUMO: 0.51 eV
* HOMO: -10.2 eV
* SMILES: COP(=O)(OC)OC.COP(=O)(OC)OC.COP(=O)(OC)OC.COP(=O)(OC)OC.COC(=O)OC.COC(=O)OC
* total charge: 0

[2]
The following is a quantum chemistry calculation of a structure of composition C55H48N4O4P2Tl, from the OMol25 dataset.

Each line ends with the Löwdin charge.
CARTESIAN COORDINATES (ANGSTROEM)
Tl  0.71  -0.72  -0.51  0.854
P  -0.82  2.68  0.27  1.116
P  3.22  -0.26  1.75  1.021
O  -1.29  -0.82  1.09  -0.180
O  -0.41  0.71  -2.93  -0.123
O  -2.15  -1.09  -1.47  -0.068
O  -3.06  0.39  1.69  -0.021
N  1.97  -2.62  -2.87  0.062
N  2.01  2.27  0.26  0.079
N  2.02  -3.91  -2.81  0.091
N  0.80  -3.85  -0.77  0.078
C  -1.50  4.82  4.23  -0.055
C  2.98  -1.10  -6.62  -0.088
C  -3.55  -3.34  -0.88  -0.034
C  2.58  -2.42  -6.49  -0.079
C  0.32  -5.84  0.44  -0.031
C  4.64  -1.42  1.66  -0.376
C  2.22  -2.98  -5.28  -0.008
C  3.27  1.78  0.04  -0.358
C  6.82  -3.15  2.01  -0.069
C  -5.23  2.51  -0.94  -0.172
C  3.78  -0.27  4.55  -0.098
C  2.65  -0.76  -4.26  -0.039
C  -3.41  5.42  -1.15  -0.026
C  -4.84  -4.67  0.60  -0.069
C  -5.17  -3.49  1.32  -0.066
C  -4.34  4.74  -1.88  0.010
C  1.60  2.86  -0.91  -0.362
C  0.32  3.56  -0.96  -0.242
C  3.62  1.95  -1.33  -0.031
C  -4.07  -4.54  -0.55  -0.099
C  -3.13  -0.86  -0.41  -0.296
C  -4.55  -2.31  1.05  -0.029
C  -1.82  3.42  4.11  -0.059
C  2.47  1.01  6.12  -0.063
C  -2.40  4.77  -0.41  -0.028
C  -2.45  -0.39  0.93  -0.636
C  3.02  -0.25  -5.52  -0.086
C  5.58  -3.44  2.58  -0.082
C  -3.73  -2.19  -0.07  -0.167
C  1.90  -5.85  -1.42  -0.012
C  4.10  1.25  1.16  -0.253
C  -0.67  5.40  3.30  -0.073
C  -6.52  0.55  -1.67  -0.030
C  6.89  -2.00  1.23  -0.079
C  2.59  2.66  -1.94  -0.004
C  -0.29  4.63  2.19  -0.125
C  -4.08  1.64  -0.48  -0.114
C  1.26  -6.53  -0.41  -0.053
C  4.50  -2.59  2.40  -0.133
C  5.77  -1.28  0.85  -0.089
C  0.18  -4.47  0.27  -0.099
C  -5.41  -0.30  -1.33  0.045
C  -4.33  3.30  -1.93  -0.176
C  3.54  0.10  5.84  -0.077
C  2.97  0.18  3.48  -0.369
C  -3.11  2.55  -1.30  -0.168
C  -4.24  0.16  -0.76  -0.007
C  -6.44  1.88  -1.52  -0.008
C  -2.29  3.39  -0.46  -0.298
C  -1.52  2.73  2.97  -0.081
C  -0.78  3.37  1.93  -0.370
C  1.93  1.07  3.77  -0.091
C  1.65  1.45  5.08  -0.076
C  2.22  -2.11  -4.15  -0.265
C  1.57  -4.48  -1.62  -0.349
H  7.82  -1.71  0.82  0.094
H  5.72  -0.63  -0.03  0.104
H  -5.47  -1.35  -1.54  0.120
H  0.37  5.09  1.44  0.103
H  -0.19  -6.37  1.23  0.100
H  -0.11  3.56  -1.99  0.108
H  5.48  -4.37  3.14  0.112
H  -7.48  0.10  -1.99  0.124
H  -0.40  -3.82  0.90  0.104
H  -0.40  1.59  -3.27  0.031
H  -3.08  -3.15  -1.84  0.115
H  2.58  2.98  -2.96  0.101
H  3.57  -2.80  2.94  0.116
H  -1.96  -0.26  -1.96  0.050
H  1.31  1.38  2.95  0.079
H  0.25  0.22  -3.49  0.057
H  3.30  -0.71  -7.60  0.119
H  1.45  -7.59  -0.15  0.119
H  -5.53  3.23  -0.18  0.167
H  -1.71  5.39  0.17  0.109
H  2.20  1.29  7.17  0.117
H  -3.32  6.50  -1.14  0.117
H  -3.98  -5.45  -1.17  0.116
H  2.61  -3.02  -7.39  0.107
H  -2.50  2.01  -2.06  0.158
H  -4.49  2.98  -2.95  0.163
H  5.05  0.95  0.71  0.057
H  -1.71  1.66  2.86  0.094
H  2.80  -0.15  -3.33  0.100
H  -0.35  6.44  3.35  0.107
H  3.32  0.81  -5.64  0.112
H  0.42  4.62  -0.69  0.095
H  -1.84  5.35  5.10  0.097
H  4.48  1.54  -1.79  0.101
H  -7.34  2.45  -1.74  0.122
H  2.56  -6.33  -2.15  0.117
H  -5.95  -3.56  2.09  0.109
H  4.13  -0.29  6.65  0.101
H  -4.68  -1.42  1.66  0.125
H  0.85  2.15  5.29  0.092
H  4.31  2.07  1.91  0.140
H  7.70  -3.73  2.20  0.104
H  -5.07  5.26  -2.49  0.126
H  -5.13  -5.63  1.01  0.104
H  1.97  -4.04  -5.14  0.114
H  4.66  -0.87  4.38  0.100
H  -3.94  1.73  0.60  0.150
H  -2.33  2.98  4.96  0.108

* E_LUMO (spin up / spin down): -6.11 / -4.11 eV
* HOMO (spin up / spin down): -9.7 / -9.7 eV
* total charge: +1

[3]
The following is a quantum chemistry calculation of a structure of composition C9H7N2O5SW, from the OMol25 dataset.

Each line ends with the natural charge from an NBO analysis.
CARTESIAN COORDINATES (ANGSTROEM)
W  0.10  0.05  0.11  0.203
S  1.25  1.12  1.89  0.335
O  -4.17  -1.34  3.72  -0.423
O  2.66  -0.97  -1.47  -0.346
O  -2.07  -1.08  -2.09  -0.211
O  -0.51  -2.61  1.75  -0.222
O  -0.24  2.87  -1.36  -0.268
N  3.56  1.59  0.36  -0.319
N  3.72  -0.10  1.70  -0.506
C  2.86  0.85  1.26  0.356
C  3.05  2.76  -0.41  -0.424
C  4.87  1.09  0.26  0.184
C  4.97  0.04  1.10  0.201
C  -0.30  -1.65  1.12  0.530
C  -0.12  1.82  -0.85  0.535
C  -3.21  -1.47  3.08  0.431
C  -1.29  -0.69  -1.33  0.592
C  1.67  -0.62  -0.93  0.456
H  5.58  1.55  -0.39  0.313
H  3.47  -0.80  2.41  0.502
H  2.28  2.45  -1.11  0.237
H  5.80  -0.59  1.31  0.320
H  3.87  3.19  -0.99  0.286
H  -1.47  0.54  0.80  -0.037
H  2.65  3.52  0.26  0.276

* multiplicity: 3
* E_LUMO (spin up / spin down): -15.00 / -16.50 eV
* HOMO (spin up / spin down): -20.5 / -20.5 eV
* total charge: +3

[4]
The following is a quantum chemistry calculation of a structure of composition C3H6O2, from the OMol25 dataset.

Each line ends with the natural charge from an NBO analysis.
CARTESIAN COORDINATES (ANGSTROEM)
O  -1.42  0.07  -0.37  -0.538
O  1.45  -0.17  -0.40  -0.671
C  -0.36  1.07  0.12  -0.085
C  -0.48  -0.94  0.13  -0.092
C  0.60  -0.07  0.47  0.070
H  2.17  0.71  -0.48  0.462
H  -0.37  -1.90  -0.57  0.199
H  -0.03  1.49  -0.72  0.177
H  -1.15  -1.44  0.96  0.189
H  1.19  -0.16  1.61  0.106
H  -0.59  1.77  1.02  0.183

* E_LUMO: 0.47 eV
* HOMO: -9.6 eV
* total charge: 0

[5]
The following is a quantum chemistry calculation of a cluster of 3 separate species, C28H34N2O5 in total, from the OMol25 dataset.

Each line ends with the natural charge from an NBO analysis.
CARTESIAN COORDINATES (ANGSTROEM)
O  2.50  -4.63  4.70  -0.484
O  -0.26  -3.38  5.62  -0.680
O  -0.72  3.63  -3.00  -0.539
O  -0.38  -1.30  -3.04  -0.541
O  2.28  -4.32  0.16  -0.488
N  5.10  -3.20  2.28  -0.361
N  2.85  -3.96  2.43  -0.566
C  0.02  4.41  -3.93  -0.064
C  -1.59  -2.68  3.59  -0.247
C  -1.85  1.62  3.18  -0.206
C  3.80  -2.83  2.44  0.349
C  -0.39  -3.23  4.25  0.326
C  1.99  -3.98  1.26  0.713
C  -0.56  -2.94  1.24  -0.222
C  0.64  -3.48  1.87  -0.114
C  -1.84  0.31  2.52  -0.232
C  4.06  -0.34  2.58  -0.149
C  -3.13  2.18  3.59  -0.231
C  -3.06  -0.45  2.24  -0.011
C  -2.00  4.12  -2.64  -0.064
C  0.34  5.81  -3.42  -0.644
C  -1.64  -2.53  2.12  0.035
C  5.47  -0.68  2.36  -0.268
C  -0.49  -0.16  -3.87  -0.066
C  1.89  -0.88  -2.21  -0.645
C  -0.06  -0.41  -5.30  -0.645
C  3.21  -1.53  2.61  -0.295
C  -4.34  1.44  3.28  -0.211
C  0.92  -1.84  -2.87  -0.066
C  5.85  -2.06  2.25  0.034
C  0.70  -3.60  3.34  -0.189
C  -4.35  0.14  2.62  -0.219
C  2.12  -4.17  3.66  0.708
C  -2.96  4.21  -3.82  -0.644
C  -2.96  -1.88  1.56  -0.459
H  -0.29  0.46  -5.93  0.214
H  6.23  0.12  2.29  0.231
H  -0.02  -2.51  5.98  0.492
H  -0.82  -0.07  2.24  0.223
H  2.12  -0.03  -2.86  0.201
H  1.02  6.32  -4.11  0.216
H  -0.56  6.42  -3.34  0.202
H  -5.31  1.90  3.57  0.218
H  -2.46  -2.35  4.21  0.241
H  -5.32  -0.37  2.41  0.224
H  2.83  -1.39  -1.98  0.221
H  -0.57  -1.28  -5.71  0.212
H  1.46  -0.48  -1.28  0.209
H  2.12  -1.42  2.76  0.240
H  1.02  -0.59  -5.37  0.201
H  -1.91  5.09  -2.13  0.160
H  -0.88  2.13  3.40  0.219
H  0.80  5.77  -2.43  0.213
H  1.31  -2.20  -3.83  0.162
H  6.95  -2.25  2.12  0.200
H  -3.11  3.16  4.12  0.225
H  -2.77  -1.74  0.46  0.237
H  -0.62  -2.83  0.14  0.246
H  -3.97  4.45  -3.47  0.217
H  0.96  3.88  -4.10  0.185
H  -1.54  0.13  -3.86  0.184
H  -3.86  -2.51  1.76  0.237
H  -2.66  4.98  -4.53  0.201
H  0.80  -2.72  -2.24  0.190
H  -2.40  3.42  -1.91  0.189
H  -2.99  3.26  -4.36  0.213
H  3.71  0.71  2.68  0.233
H  -0.50  4.45  -4.89  0.160
H  0.07  0.68  -3.43  0.171

* E_LUMO: -0.51 eV
* HOMO: -9.0 eV
* SMILES: O=C1c2cc(Cc3ccccc3)cc(O)c2C(=O)N1c1ccccn1.CCOCC.CCOCC
* total charge: 0

[6]
The following is a quantum chemistry calculation of a structure of composition C26H36N4O4PPdS, from the OMol25 dataset.

Each line ends with the Löwdin charge.
CARTESIAN COORDINATES (ANGSTROEM)
Pd  -0.37  0.65  0.52  1.039
S  -0.37  -0.63  -1.92  0.525
P  1.95  -0.86  0.07  1.166
O  -0.80  -1.16  -0.58  -0.395
O  -2.53  1.57  -0.81  -0.012
O  0.25  0.70  -1.60  -0.411
O  -1.41  -0.57  -2.89  -0.240
N  -1.42  2.16  1.74  -0.034
N  -3.50  2.02  -2.84  0.019
N  -4.79  1.30  -1.02  -0.068
N  1.06  0.96  2.51  0.010
C  0.40  0.75  3.82  -0.217
C  2.63  -3.29  1.25  -0.066
C  3.28  -2.18  -2.01  -0.045
C  1.35  -4.39  2.96  -0.025
C  5.47  0.46  1.66  -0.031
C  2.46  -4.35  2.13  -0.030
C  0.99  -1.63  -2.44  -0.269
C  5.90  1.34  0.67  -0.009
C  -0.70  1.77  4.07  -0.170
C  1.70  -2.25  1.22  -0.341
C  -1.85  1.70  3.08  -0.220
C  0.57  -2.32  2.04  -0.123
C  3.95  0.85  -0.64  -0.070
C  5.14  1.52  -0.49  -0.030
C  4.27  -0.22  1.53  -0.076
C  -6.04  1.94  -1.42  0.001
C  0.39  -3.38  2.91  -0.044
C  3.52  -0.04  0.36  -0.366
C  -4.45  1.64  -3.85  0.032
C  -3.55  1.62  -1.51  -0.428
C  -4.84  0.55  0.22  0.013
C  1.01  -2.30  -3.64  -0.007
C  -2.30  2.70  -3.27  0.048
C  2.19  -2.93  -4.03  -0.004
C  3.33  -2.84  -3.23  -0.007
C  2.10  -1.59  -1.59  -0.311
H  -5.87  2.80  -2.06  0.102
H  -0.28  2.78  4.05  0.128
H  -2.21  2.35  1.14  0.068
H  -3.94  -0.05  0.32  0.097
H  -3.90  1.24  -4.71  0.136
H  2.23  -3.46  -4.96  0.132
H  3.18  -5.15  2.16  0.127
H  -0.49  -3.44  3.53  0.121
H  4.17  -2.13  -1.39  0.121
H  1.49  1.88  2.48  0.113
H  -6.70  1.23  -1.93  0.119
H  -5.15  0.88  -3.50  0.106
H  6.82  1.89  0.80  0.130
H  -5.00  2.51  -4.22  0.143
H  1.23  -5.20  3.66  0.127
H  1.14  0.83  4.62  0.137
H  -2.27  3.71  -2.86  0.144
H  3.49  -3.28  0.59  0.111
H  0.13  -2.33  -4.26  0.132
H  4.26  -3.28  -3.56  0.132
H  -2.22  0.67  2.99  0.121
H  -6.56  2.27  -0.52  0.120
H  -0.20  -1.56  1.96  0.062
H  3.34  1.00  -1.53  0.118
H  5.49  2.19  -1.26  0.126
H  -2.26  2.74  -4.36  0.122
H  -1.43  2.18  -2.88  0.094
H  -1.09  1.61  5.08  0.136
H  -2.66  2.32  3.46  0.133
H  1.82  0.29  2.41  0.035
H  -5.71  -0.10  0.19  0.122
H  6.08  0.30  2.54  0.127
H  0.00  -0.26  3.84  0.107
H  -0.90  3.03  1.84  0.113
H  3.95  -0.91  2.29  0.115
H  -4.94  1.21  1.08  0.117

* multiplicity: 5
* E_LUMO (spin up / spin down): -7.26 / -12.00 eV
* HOMO (spin up / spin down): -16.5 / -16.9 eV
* total charge: +3